#w
{"formula": "C4H5NO2", "method": "ωB97M-V with the def2-TZVPD basis set", "smiles": "O=C[C@H]1CN1C=O", "gap_ev": 10.2, "charge": 0, "species": ["O", "C", "C", "C", "N", "C", "O", "H", "H", "H", "H", "H"], "positions_angstrom": [[2.209, -1.041, -0.024], [1.416, -0.529, -0.765], [0.554, 0.687, 0.060], [-0.808, 1.354, 0.377], [-0.514, -0.013, 0.749], [-0.943, -1.133, 0.087], [-0.244, -1.755, -0.695], [1.411, -0.718, -1.851], [1.308, 1.084, 0.734], [-1.617, 1.595, -0.308], [-0.848, 1.985, 1.278], [-1.924, -1.517, 0.360]]}

=====

#x
{"formula": "C4H5NO2", "method": "ωB97M-V with the def2-TZVPD basis set", "smiles": "C1=NOC2(CC2)O1", "gap_ev": 10.4, "charge": 0, "species": ["C", "C", "C", "C", "H", "H", "H", "H", "H", "N", "O", "O"], "positions_angstrom": [[-0.650, 0.648, 1.140], [-1.423, -0.230, 0.024], [-0.097, 0.235, -0.110], [1.856, -0.526, -0.782], [-0.593, -0.059, 2.049], [-1.040, 1.515, 1.307], [-2.249, 0.305, -0.731], [-1.573, -1.385, 0.199], [2.611, -1.155, -0.543], [1.941, 0.682, -1.273], [0.655, -1.018, -0.157], [0.561, 0.986, -1.124]]}

=====

#y
{"formula": "C4H5NO2", "method": "ωB97M-V with the def2-TZVPD basis set", "smiles": "O=CC(=O)N1CC1", "gap_ev": 9.7, "charge": 0, "species": ["O", "C", "C", "O", "N", "C", "C", "H", "H", "H", "H", "H"], "positions_angstrom": [[1.457, 1.585, 0.565], [1.884, 0.479, 0.340], [0.969, -0.696, -0.028], [1.367, -1.727, -0.529], [-0.296, -0.427, 0.391], [-1.508, -0.667, -0.326], [-1.040, 0.744, 0.028], [2.958, 0.245, 0.396], [-2.364, -1.025, 0.235], [-1.349, -1.208, -1.268], [-0.680, 1.439, -0.728], [-1.398, 1.258, 0.924]]}

=====

#z
{"formula": "C4H5NO2", "method": "ωB97M-V with the def2-TZVPD basis set", "smiles": "C=C[C@H]1OC=NO1", "gap_ev": 10.7, "charge": 0, "species": ["C", "C", "C", "C", "H", "H", "H", "H", "H", "N", "O", "O"], "positions_angstrom": [[2.265, -0.060, 0.100], [1.132, -0.178, -0.534], [-0.181, -0.133, 0.207], [-2.190, 0.416, -0.063], [3.328, -0.112, -0.238], [2.008, 0.406, 1.101], [0.780, -0.628, -1.597], [-0.001, 0.086, 1.250], [-3.145, 1.258, 0.262], [-2.186, -0.837, -0.077], [-0.936, 1.019, -0.335], [-0.876, -1.237, -0.075]]}

=====

Which is most stable, and by how much? #y, by 1.423 eV.

=====

#w
{"formula": "C4H5NO2", "method": "ωB97M-V with the def2-TZVPD basis set", "gap_ev": 10.1, "charge": 0, "species": ["O", "C", "N", "C", "C", "O", "C", "H", "H", "H", "H", "H"], "positions_angstrom": [[0.831, 2.539, 0.522], [0.517, 1.381, 0.329], [1.435, 0.505, -0.095], [0.431, -1.093, -0.511], [-0.914, -0.598, -0.090], [-1.002, -0.308, 1.292], [-0.879, 0.787, 0.380], [1.802, -0.425, 0.004], [0.712, -2.053, -0.015], [0.580, -1.183, -1.586], [-1.801, -1.031, -0.554], [-1.713, 1.477, 0.324]]}

=====

#x
{"formula": "C4H5NO2", "method": "ωB97M-V with the def2-TZVPD basis set", "gap_ev": 8.5, "charge": 0, "species": ["C", "C", "C", "O", "N", "C", "O", "H", "H", "H", "H", "H"], "positions_angstrom": [[-1.803, -0.663, 0.151], [-0.727, 0.295, 0.000], [0.262, 1.114, 0.031], [0.407, 2.433, -0.147], [1.298, 0.305, 0.463], [1.708, -0.828, -0.196], [1.028, -1.624, -0.823], [-1.673, -1.528, -0.508], [-1.920, -0.985, 1.194], [-2.728, -0.133, -0.133], [1.352, 2.607, -0.003], [2.794, -0.993, -0.031]]}

=====

#y
{"formula": "C4H5NO2", "method": "ωB97M-V with the def2-TZVPD basis set", "smiles": "O=CC(=O)N1CC1", "gap_ev": 9.7, "charge": 0, "species": ["O", "C", "C", "O", "N", "C", "C", "H", "H", "H", "H", "H"], "positions_angstrom": [[-1.709, -1.559, 0.510], [-1.622, -0.535, 1.139], [-0.596, 0.561, 0.841], [-0.363, 1.403, 1.684], [-0.058, 0.529, -0.417], [1.339, 0.689, -0.727], [0.611, -0.581, -1.050], [-2.246, -0.313, 2.026], [2.031, 0.691, 0.115], [1.567, 1.402, -1.514], [0.301, -0.784, -2.073], [0.809, -1.466, -0.447]]}

=====

#z
{"formula": "C4H5NO2", "method": "ωB97M-V with the def2-TZVPD basis set", "gap_ev": [6.8, 7.1], "charge": 0, "species": ["O", "C", "C", "O", "N", "C", "C", "H", "H", "H", "H", "H"], "positions_angstrom": [[-2.394, -0.182, -0.578], [-1.649, 0.735, -0.802], [-0.282, 0.931, -0.146], [0.136, 2.047, 0.001], [0.453, -0.225, 0.318], [1.330, -0.067, 1.293], [0.354, -1.280, -0.534], [-1.925, 1.612, -1.416], [1.842, -0.949, 1.649], [1.581, 0.931, 1.614], [1.175, -1.984, -0.510], [-0.621, -1.571, -0.888]]}

=====

Which is most stable, and by how much? #y, by 1.840 eV.

=====

#w
{"formula": "C4H5NO2", "method": "ωB97M-V with the def2-TZVPD basis set", "gap_ev": 8.8, "charge": 0, "species": ["C", "N", "C", "C", "C", "O", "O", "H", "H", "H", "H", "H"], "positions_angstrom": [[-1.086, -1.412, -0.234], [1.244, 1.336, 0.575], [-0.647, 1.048, 0.374], [-0.290, -0.144, -0.219], [1.129, -0.011, -0.337], [1.594, 1.202, -0.842], [-1.477, 1.818, 0.703], [1.561, 2.227, 0.955], [1.851, -0.821, -0.274], [-1.997, -1.306, 0.354], [-0.510, -2.237, 0.194], [-1.372, -1.700, -1.249]]}

=====

#x
{"formula": "C4H5NO2", "method": "ωB97M-V with the def2-TZVPD basis set", "gap_ev": 10.2, "charge": 0, "species": ["C", "C", "C", "C", "N", "O", "O", "H", "H", "H", "H", "H"], "positions_angstrom": [[1.343, 1.008, 0.607], [1.249, 0.488, -0.836], [-2.083, -0.388, -0.307], [0.488, 0.019, 0.914], [-2.331, -1.400, 0.298], [-2.170, 0.626, -0.878], [0.303, -0.516, -0.370], [1.663, 1.916, 1.115], [2.273, 0.027, -1.034], [0.150, -0.721, 1.680], [0.849, 1.203, -1.643], [-1.735, -2.264, 0.454]]}

=====

#y
{"formula": "C4H5NO2", "method": "ωB97M-V with the def2-TZVPD basis set", "gap_ev": [7.9, 7.9], "charge": 0, "species": ["N", "C", "C", "C", "O", "C", "O", "H", "H", "H", "H", "H"], "positions_angstrom": [[2.257, 0.586, 0.172], [1.219, -0.216, 0.163], [-0.052, 0.163, 0.658], [-1.210, -0.140, 0.002], [-2.465, -0.142, 0.553], [-0.998, -0.610, -1.333], [0.138, -0.515, -1.813], [3.182, 0.202, 0.032], [2.219, 1.597, 0.274], [-0.090, 0.552, 1.675], [-2.376, -0.370, 1.487], [-1.824, -1.106, -1.870]]}

=====

Which is most stable, and by how much? #x, by 0.094 eV.

=====

#w
{"formula": "C4H5NO2", "method": "ωB97M-V with the def2-TZVPD basis set", "smiles": "NC(=C=O)CC=O", "gap_ev": 9.4, "charge": 0, "species": ["N", "C", "C", "C", "O", "C", "O", "H", "H", "H", "H", "H"], "positions_angstrom": [[1.274, -0.036, 1.472], [0.137, 0.040, 0.597], [0.266, -0.551, -0.778], [-0.729, -0.003, -1.763], [-1.736, 0.580, -1.430], [-0.954, 0.653, 1.042], [-1.832, 1.211, 1.575], [1.133, -0.648, 2.268], [1.580, 0.872, 1.801], [1.287, -0.389, -1.147], [0.129, -1.647, -0.771], [-0.503, -0.167, -2.835]]}

=====

#x
{"formula": "C4H5NO2", "method": "ωB97M-V with the def2-TZVPD basis set", "gap_ev": 9.1, "charge": 0, "species": ["C", "C", "C", "O", "C", "O", "N", "H", "H", "H", "H", "H"], "positions_angstrom": [[1.420, -0.029, -1.022], [0.255, 0.021, -0.088], [-1.107, -0.217, -0.393], [-1.960, 0.741, 0.351], [-1.496, -0.094, 1.260], [-1.949, -0.724, 2.159], [0.275, 0.266, 1.198], [1.520, 0.933, -1.538], [2.355, -0.252, -0.503], [1.252, -0.786, -1.794], [-1.579, -0.698, -1.236], [1.014, 0.842, 1.607]]}

=====

Which is most stable, and by how much? #w, by 1.745 eV.

=====

#w
{"formula": "C4H5NO2", "method": "ωB97M-V with the def2-TZVPD basis set", "smiles": "NC(=C=O)[C@H]1CO1", "gap_ev": 9.3, "charge": 0, "species": ["N", "C", "C", "C", "O", "C", "O", "H", "H", "H", "H", "H"], "positions_angstrom": [[-1.676, -0.800, -0.041], [-0.473, -0.242, -0.569], [1.002, 0.780, 1.163], [0.140, 0.997, 0.001], [1.557, 0.943, -0.139], [0.390, -0.940, -1.300], [1.160, -1.584, -1.895], [-1.571, -1.781, 0.189], [-2.484, -0.689, -0.641], [0.979, -0.230, 1.574], [1.285, 1.571, 1.850], [-0.308, 1.974, -0.194]]}

=====

#x
{"formula": "C4H5NO2", "method": "ωB97M-V with the def2-TZVPD basis set", "smiles": "COc1ccon1", "gap_ev": 10.7, "charge": 0, "species": ["C", "O", "C", "N", "O", "C", "C", "H", "H", "H", "H", "H"], "positions_angstrom": [[-0.426, -2.085, -0.496], [0.003, -0.827, -1.018], [0.075, 0.168, -0.131], [-0.266, 0.038, 1.127], [-0.078, 1.289, 1.683], [0.375, 2.125, 0.741], [0.506, 1.491, -0.445], [0.402, -2.584, 0.017], [-1.253, -1.951, 0.206], [-0.744, -2.676, -1.355], [0.555, 3.141, 1.066], [0.851, 1.870, -1.395]]}

=====

#y
{"formula": "C4H5NO2", "method": "ωB97M-V with the def2-TZVPD basis set", "smiles": "Cc1coc(O)n1", "gap_ev": 8.0, "charge": 0, "species": ["C", "C", "C", "O", "C", "O", "N", "H", "H", "H", "H", "H"], "positions_angstrom": [[-1.933, 0.409, 0.223], [-0.499, 0.032, -0.009], [-0.083, -1.121, -0.784], [1.257, -0.546, -1.289], [1.545, 0.178, -0.287], [2.799, 0.099, 0.090], [0.546, 0.803, 0.365], [-2.046, 1.331, 0.798], [-2.409, 0.549, -0.760], [-2.494, -0.400, 0.702], [0.440, -1.770, -0.037], [2.875, 0.438, 0.989]]}

=====

Which is most stable, and by how much? #x, by 0.738 eV.

=====

#w
{"formula": "C4H11N4", "method": "ωB97M-V with the def2-TZVPD basis set", "gap_ev": [8.1, 8.4], "charge": 1, "species": ["C", "C", "C", "C", "N", "N", "N", "N", "H", "H", "H", "H", "H", "H", "H", "H", "H", "H", "H"], "positions_angstrom": [[-2.676, 1.157, 0.317], [1.520, 0.344, -0.001], [2.987, 0.152, 0.323], [-1.482, -1.684, -0.215], [-1.608, 1.200, -0.245], [0.668, -0.678, -0.054], [1.163, 1.532, -0.417], [-0.528, -0.684, -0.524], [-3.244, 2.148, 0.489], [-3.250, 0.224, 0.719], [3.075, -0.799, -0.223], [3.094, -0.273, 1.318], [3.736, 1.003, 0.208], [-2.220, -1.231, 0.348], [-1.737, -2.263, -1.218], [-1.100, -2.531, 0.407], [1.936, 2.178, -0.355], [0.215, 1.897, -0.509], [-0.848, -0.154, -1.374]]}

=====

#x
{"formula": "C4H11N4", "method": "ωB97M-V with the def2-TZVPD basis set", "gap_ev": [8.6, 8.7], "charge": 1, "species": ["C", "C", "C", "C", "N", "N", "N", "N", "H", "H", "H", "H", "H", "H", "H", "H", "H", "H", "H"], "positions_angstrom": [[0.792, -1.342, 0.170], [-0.471, 0.150, -0.354], [-1.222, 1.358, -0.727], [0.693, -0.737, -2.443], [0.368, -0.514, -1.068], [-0.288, -0.595, 0.824], [0.565, 1.017, 2.834], [-0.716, -0.377, 2.043], [0.601, -2.336, -0.005], [1.844, -1.095, 0.434], [-2.422, 1.325, -0.783], [-0.823, 1.621, -1.781], [-0.933, 2.039, 0.130], [-0.011, -1.508, -2.893], [0.405, 0.223, -2.947], [1.714, -0.981, -2.602], [0.030, 1.837, 2.596], [0.359, 0.927, 3.871], [-0.486, -1.011, 2.702]]}

=====

#y
{"formula": "C4H11N4", "method": "ωB97M-V with the def2-TZVPD basis set", "gap_ev": 9.3, "charge": 1, "species": ["C", "C", "C", "C", "N", "N", "N", "N", "H", "H", "H", "H", "H", "H", "H", "H", "H", "H", "H"], "positions_angstrom": [[-0.038, 0.804, 0.014], [1.201, -0.016, -0.554], [2.399, 0.458, 0.337], [-2.306, 0.247, -0.306], [0.132, 2.020, 0.277], [1.007, -1.374, -0.188], [-1.130, -0.081, 0.456], [-0.799, -1.404, 0.389], [1.177, 0.313, -1.561], [2.531, -0.416, 0.961], [2.092, 1.373, 0.778], [3.186, 0.578, -0.370], [-2.825, -0.701, -0.645], [-3.119, 0.577, 0.413], [-2.328, 0.970, -1.149], [-0.344, 2.567, 0.961], [1.103, -2.155, -0.894], [-1.378, -1.872, -0.221], [-0.560, -1.888, 1.304]]}

=====

Which is most stable, and by how much? #w, by 0.287 eV.